Entry 1:
Computed, not measured: a structure of composition C21H42MgN3OPS, with ωB97M-V with the def2-TZVPD basis set.

Output
**Spin multiplicity**: 1
**Total energy**: -2004.13992 Eh
**Charge**: +2

XYZ file:
```
70
C21H42MgN3OPS | the OMol25 dataset | ωB97M-V with the def2-TZVPD basis set
Mg 0.760 0.597 0.802
C -0.784 1.325 3.380
C -0.380 -0.125 3.680
N 0.183 -0.757 2.482
C 1.251 -1.716 2.764
C 2.498 -1.070 3.355
S 2.934 0.490 2.522
C 2.313 1.759 3.685
C 1.258 2.670 3.073
N 0.142 1.962 2.440
H -1.783 1.329 2.935
H -0.833 1.882 4.323
H 0.354 -0.145 4.485
H -1.261 -0.665 4.041
H -0.560 -1.287 2.032
H 0.919 -2.508 3.449
H 1.524 -2.176 1.810
H 2.405 -0.866 4.421
H 3.356 -1.732 3.225
H 1.940 1.255 4.574
H 3.177 2.361 3.971
H 0.889 3.330 3.872
H 1.730 3.290 2.306
H -0.378 2.689 1.959
O 2.373 1.043 -0.361
C 2.438 2.173 -1.211
C 1.045 2.684 -1.438
C 0.707 3.404 -2.581
C -0.597 3.846 -2.735
C -1.508 3.577 -1.721
C -1.082 2.860 -0.618
N 0.164 2.404 -0.480
H 3.266 0.720 -0.201
H 2.912 1.920 -2.167
H 3.034 2.973 -0.745
H 1.448 3.616 -3.333
H -0.895 4.384 -3.622
H -2.531 3.906 -1.795
H -1.778 2.637 0.180
C 0.385 -3.891 -0.433
C 0.369 -2.882 -1.580
C -0.304 -3.497 -2.808
P -0.290 -1.227 -0.969
C -0.527 -0.172 -2.507
C 0.790 -0.191 -3.292
C -1.732 -0.428 -3.408
C -1.963 -1.609 -0.200
C -2.971 -2.450 -0.978
C -2.588 -0.293 0.257
H 0.862 -4.810 -0.763
H -0.620 -4.148 -0.110
H 0.946 -3.521 0.424
H 1.412 -2.662 -1.847
H -1.354 -3.711 -2.647
H 0.191 -4.442 -3.027
H -0.203 -2.873 -3.690
H -0.656 0.833 -2.099
H 0.869 -1.070 -3.923
H 1.651 -0.185 -2.621
H 0.850 0.682 -3.938
H -1.786 -1.458 -3.745
H -1.656 0.204 -4.293
H -2.659 -0.158 -2.908
H -1.701 -2.191 0.697
H -3.179 -2.047 -1.961
H -3.909 -2.476 -0.426
H -2.635 -3.478 -1.084
H -3.013 0.245 -0.586
H -1.836 0.349 0.731
H -3.391 -0.485 0.968
```



Entry 2:
Computed, not measured: a structure of composition C21H42N7P2Pd, with ωB97M-V with the def2-TZVPD basis set.

Output
**Spin multiplicity**: 1
**Total energy**: -2019.05173 Eh
**Charge**: +1

XYZ file:
```
73
C21H42N7P2Pd | the OMol25 dataset | ωB97M-V with the def2-TZVPD basis set
Pd -0.667 -0.344 0.632
C 0.673 2.882 2.485
P 0.327 1.099 2.212
C -0.188 0.679 3.925
C 2.025 0.373 2.134
C 3.169 1.144 2.324
C 4.438 0.592 2.209
C 4.580 -0.752 1.907
C 3.449 -1.533 1.716
C 2.170 -0.994 1.814
P 0.660 -2.011 1.484
C 0.555 -2.978 3.037
C 1.277 -3.307 0.351
H 1.152 3.332 1.614
H 1.283 3.079 3.369
H -0.291 3.375 2.618
H 0.620 0.814 4.646
H -0.544 -0.349 3.965
H -1.018 1.330 4.205
H 3.083 2.194 2.569
H 5.311 1.214 2.364
H 5.564 -1.195 1.820
H 3.574 -2.581 1.475
H 1.486 -3.518 3.219
H -0.261 -3.698 2.964
H 0.361 -2.324 3.885
H 2.096 -3.905 0.751
H 1.575 -2.853 -0.593
H 0.439 -3.975 0.146
N -6.605 -1.971 -1.460
C -5.328 -1.235 -1.076
C -5.614 -0.260 0.044
C -4.271 0.291 0.547
N -3.579 -0.785 1.239
C -3.467 0.844 -0.640
C -3.356 -0.036 -1.895
N -2.499 -1.211 -1.751
C -4.759 -0.531 -2.287
H -6.987 -2.486 -0.665
H -6.425 -2.637 -2.213
H -7.325 -1.322 -1.784
H -4.633 -2.008 -0.743
H -6.152 -0.735 0.870
H -6.234 0.562 -0.333
H -4.487 1.142 1.207
H -2.601 -0.544 1.453
H -4.017 -0.983 2.132
H -2.460 1.129 -0.297
H -3.959 1.771 -0.951
H -2.992 0.614 -2.698
H -1.973 -1.372 -2.603
H -1.784 -1.081 -1.030
H -4.677 -1.205 -3.143
H -5.402 0.310 -2.569
C 3.825 3.262 -2.169
C 4.484 1.963 -2.617
C 4.127 1.625 -4.059
C 4.179 0.803 -1.676
N 2.772 0.392 -1.703
C 1.681 0.952 -1.186
N 0.645 0.192 -1.452
N 1.132 -0.844 -2.176
N 2.396 -0.728 -2.338
H 4.219 4.109 -2.729
H 3.992 3.460 -1.108
H 2.747 3.241 -2.347
H 5.570 2.090 -2.550
H 3.052 1.463 -4.167
H 4.634 0.722 -4.402
H 4.405 2.440 -4.727
H 4.418 1.044 -0.639
H 4.733 -0.091 -1.955
H 1.675 1.854 -0.599
```



Entry 3:
Computed, not measured: a cluster of 4 separate species, C21H42NO13S in total, with ωB97M-V with the def2-TZVPD basis set.

Output
**Spin multiplicity**: 1
**Total energy**: -2256.47068 Eh
**Charge**: -1

XYZ file:
```
78
C21H42NO13S | the OMol25 dataset | ωB97M-V with the def2-TZVPD basis set
C -5.012 4.879 0.140
C -5.652 3.442 0.191
O -5.162 2.568 -0.818
C -6.182 2.092 -1.698
S -7.472 1.072 -0.885
C -6.731 3.285 -2.571
O -8.115 3.635 -2.345
C -8.219 4.979 -1.900
C -9.694 5.474 -1.742
C -10.711 4.383 -1.280
C -10.341 3.661 0.069
N -11.392 3.984 1.087
C -5.434 1.115 -2.722
O -4.303 0.702 -2.414
O -5.989 0.742 -3.787
H -5.488 5.462 0.973
H -5.310 5.398 -0.797
H -3.915 4.873 0.310
H -5.330 3.007 1.173
H -6.755 3.573 0.202
H -8.636 1.777 -0.824
H -6.079 4.171 -2.395
H -6.639 3.055 -3.661
H -7.736 5.628 -2.685
H -7.663 5.196 -0.953
H -10.027 5.805 -2.760
H -9.701 6.390 -1.107
H -11.679 4.911 -1.088
H -10.936 3.648 -2.086
H -9.315 3.892 0.430
H -10.462 2.567 -0.116
H -11.077 4.732 1.702
H -11.566 3.167 1.669
C -3.251 -0.618 0.383
C -2.201 -0.266 -0.647
O -0.936 0.048 -0.016
C -0.225 -0.987 0.409
O -0.521 -2.152 0.311
O 0.892 -0.515 0.997
C 1.700 -1.526 1.587
H -3.339 0.177 1.128
H -4.219 -0.763 -0.096
H -2.991 -1.533 0.921
H -2.512 0.626 -1.185
H -2.076 -1.060 -1.384
H 1.936 -2.312 0.871
H 1.197 -1.942 2.462
H 2.631 -1.062 1.911
C 3.331 -4.962 -0.179
C 4.371 -4.602 -1.219
O 5.631 -4.281 -0.610
C 6.353 -5.324 -0.194
O 6.050 -6.485 -0.294
O 7.468 -4.853 0.381
C 8.291 -5.863 0.964
H 3.245 -4.170 0.568
H 2.356 -5.114 -0.645
H 3.601 -5.874 0.354
H 4.053 -3.707 -1.755
H 4.494 -5.395 -1.958
H 8.524 -6.649 0.246
H 7.800 -6.282 1.844
H 9.221 -5.390 1.276
C 14.784 -2.415 2.220
C 13.829 -1.460 2.907
O 12.828 -0.981 2.001
C 11.838 -1.839 1.732
O 11.717 -2.949 2.187
O 11.017 -1.261 0.851
C 9.961 -2.112 0.399
H 15.211 -1.953 1.328
H 15.593 -2.701 2.894
H 14.271 -3.322 1.896
H 14.378 -0.582 3.249
H 13.367 -1.914 3.785
H 9.403 -2.531 1.235
H 10.368 -2.906 -0.228
H 9.283 -1.509 -0.201
```



Orbital gap: 9.5 5.6 6.2 (eV)
LUMO energy: -5.3 -2.9 1.7 (eV)
HOMO energy: -14.8 -8.5 -4.5 (eV)